Entry from OMol25: a cluster of 9 separate species, C66H147N9O9 in total in a non-equilibrium geometry (ωB97M-V with the def2-TZVPD basis set).

Structure (XYZ):
```
231
Properties=species:S:1:pos:R:3:forces:R:3
C 6.205 -1.729 -1.362 -0.366 0.777 -0.380
C 5.618 -3.153 -1.191 -0.261 0.331 -0.576
C 4.360 -3.215 -0.319 -1.066 -0.173 1.504
C 3.040 -2.702 -0.941 0.540 -1.047 -0.214
C 2.830 -3.376 -2.370 -0.919 4.322 0.775
C 4.023 -3.205 -3.281 1.123 -1.021 0.031
N 5.166 -3.791 -2.498 1.626 0.418 -0.920
O 6.330 -3.788 -3.465 -0.907 -0.510 1.307
C 3.783 -4.137 -4.449 0.757 -2.485 -0.751
C 4.141 -1.781 -3.869 -0.473 1.381 2.228
C 6.637 -4.098 -0.481 0.518 2.066 -0.353
H 5.540 -0.939 -1.803 0.113 -1.111 0.192
H 7.093 -1.736 -2.020 -0.270 -0.144 0.499
H 6.434 -1.270 -0.395 0.383 -0.404 0.057
H 4.207 -4.293 -0.101 0.103 0.472 0.099
H 4.467 -2.685 0.708 0.310 -0.815 -1.611
H 3.170 -1.621 -0.927 -0.547 0.217 -0.829
H 2.212 -2.932 -0.221 0.543 0.116 -0.823
H 1.992 -2.852 -2.923 0.495 -0.542 0.733
H 2.554 -4.369 -2.249 -0.268 -2.004 0.269
H 3.836 -5.242 -4.180 0.436 1.245 0.136
H 2.758 -4.109 -4.764 -0.541 0.685 -0.407
H 4.456 -4.008 -5.331 -0.540 0.184 0.792
H 3.751 -1.099 -3.046 0.199 -0.420 -1.061
H 5.160 -1.371 -4.027 -0.592 -0.835 -0.475
H 3.441 -1.677 -4.716 0.639 0.021 0.226
H 7.631 -4.018 -0.920 -0.030 -0.077 -0.306
H 6.281 -5.089 -0.588 -0.298 -1.095 0.254
H 6.790 -3.774 0.572 -0.497 -0.390 -0.530
H 6.483 -4.746 -3.597 -0.178 0.756 0.181
C 5.761 0.290 2.532 -0.060 0.423 -1.734
C 5.084 1.607 2.016 -0.015 -1.017 1.544
C 6.218 2.616 2.149 0.844 -0.738 -0.289
C 6.178 3.820 1.315 -1.685 1.466 -1.248
C 5.841 3.376 -0.146 0.332 1.565 0.196
C 4.561 2.513 -0.185 -0.515 -0.587 -2.316
N 4.793 1.338 0.623 -0.461 -0.510 0.401
O 3.620 0.457 0.642 0.377 1.012 -0.099
C 3.249 3.301 0.033 0.651 0.522 3.168
C 4.421 2.006 -1.643 -0.191 0.779 -0.686
C 3.861 1.947 2.924 1.389 -0.964 0.051
H 5.032 -0.497 2.620 -0.197 -0.356 0.513
H 6.394 0.455 3.382 -0.118 -0.056 0.825
H 6.447 -0.001 1.708 -0.337 0.027 0.462
H 6.430 2.836 3.169 -0.215 0.115 1.038
H 7.073 2.050 1.825 0.769 -0.248 -0.222
H 6.999 4.532 1.402 0.708 -0.687 -0.231
H 5.388 4.509 1.679 -0.255 -0.478 -0.317
H 6.701 2.829 -0.656 -1.060 0.635 0.753
H 5.629 4.341 -0.703 0.245 -1.256 0.169
H 3.032 3.806 -0.871 -0.546 0.598 -0.805
H 2.375 2.717 0.419 0.899 0.171 -0.770
H 3.435 4.071 0.852 -0.350 -0.622 -1.080
H 5.118 1.270 -2.019 0.510 -0.265 0.440
H 3.432 1.637 -1.838 -0.587 -0.524 0.206
H 4.475 2.843 -2.348 0.239 0.158 0.230
H 3.263 2.769 2.623 -0.046 1.180 -0.257
H 4.345 2.110 3.901 -0.735 0.075 -0.065
H 3.144 1.130 2.967 0.318 -0.359 0.159
H 3.862 -0.280 0.078 0.368 -0.053 -0.156
C -2.657 -6.104 4.436 -0.266 -0.054 -1.009
C -2.005 -4.985 3.586 0.586 -0.768 -0.364
C -2.422 -3.562 4.033 0.409 -0.033 -1.128
C -1.490 -2.505 3.320 -1.149 1.012 1.705
C -0.095 -2.603 3.924 0.047 -2.106 -0.565
C 0.463 -4.020 3.503 -1.235 -0.958 0.633
N -0.543 -5.119 3.936 -0.335 2.345 -0.103
O -0.088 -6.365 3.494 0.404 -0.618 0.052
C 0.749 -4.095 2.007 0.953 0.237 -0.913
C 1.740 -4.332 4.280 0.447 -0.998 -0.811
C -2.362 -5.271 2.050 0.555 -0.125 1.249
H -2.375 -6.056 5.470 0.147 0.332 0.574
H -2.424 -7.127 4.094 0.132 0.546 -0.165
H -3.726 -6.013 4.338 -0.595 0.065 0.179
H -3.495 -3.410 3.821 0.442 0.011 -0.186
H -2.321 -3.435 5.118 0.177 -0.184 -0.165
H -1.948 -1.505 3.497 0.391 -0.504 0.065
H -1.411 -2.564 2.243 -0.227 -0.397 -0.250
H -0.047 -2.507 5.018 -0.290 -0.050 -0.263
H 0.623 -1.921 3.502 0.151 0.647 -0.242
H 1.611 -3.420 1.832 -0.251 -0.200 -0.045
H 1.090 -5.097 1.656 -0.378 0.547 0.560
H -0.031 -3.745 1.310 0.099 -0.133 0.578
H 2.448 -3.505 4.212 0.011 0.061 -0.049
H 1.532 -4.535 5.335 -0.020 -0.007 -0.190
H 2.217 -5.235 3.790 -0.360 0.912 0.816
H -3.374 -5.601 1.866 -0.531 -0.032 0.457
H -1.740 -6.042 1.641 0.544 -0.773 0.194
H -2.195 -4.472 1.371 0.246 1.136 -0.249
H -0.019 -6.845 4.330 0.160 -0.113 -0.348
C -3.858 7.021 -2.493 0.412 -1.433 0.626
C -2.792 6.785 -1.325 -0.826 -1.449 -0.692
C -3.427 5.873 -0.262 -0.097 0.684 0.392
C -3.408 4.414 -0.686 1.129 1.044 1.728
C -1.962 3.920 -0.911 -1.322 -0.959 -0.034
C -1.273 4.728 -1.978 -1.188 1.368 -2.040
N -1.482 6.172 -1.655 0.137 -0.619 0.423
O -0.654 7.020 -2.432 -0.989 -0.451 -0.769
C 0.199 4.482 -2.062 1.819 0.336 1.158
C -1.835 4.389 -3.438 -0.440 -0.130 1.486
C -2.435 8.058 -0.711 1.307 3.103 0.430
H -3.344 7.340 -3.389 -0.088 0.463 -0.301
H -4.691 7.683 -2.213 0.693 0.223 0.045
H -4.376 6.075 -2.744 0.435 0.253 0.061
H -2.797 5.973 0.660 -0.629 -0.058 -0.604
H -4.472 6.248 -0.009 1.207 -0.441 -0.367
H -3.924 4.251 -1.593 -0.945 -0.183 -0.852
H -3.908 3.928 0.145 -0.014 -0.853 -0.150
H -2.177 2.911 -1.288 0.813 -0.137 -0.050
H -1.349 3.796 -0.014 -0.199 0.306 0.032
H 0.738 4.992 -1.160 -0.820 -0.883 -1.623
H 0.321 3.388 -1.964 0.310 0.406 -0.186
H 0.645 4.847 -3.034 -0.408 -0.407 1.189
H -1.635 5.248 -4.061 0.249 0.063 -0.502
H -1.330 3.491 -3.823 -0.271 0.319 -0.032
H -2.934 4.256 -3.437 0.574 -0.123 -0.023
H -1.546 7.977 -0.028 -1.171 -0.254 -0.160
H -3.321 8.513 -0.214 0.715 -0.073 -0.248
H -1.995 8.755 -1.484 -0.953 -0.404 0.667
H -1.075 7.016 -3.322 0.504 0.212 0.423
C -4.144 0.176 -0.386 0.470 0.741 -2.767
C -4.961 -1.066 -0.778 -0.108 -1.673 -1.755
C -4.206 -2.333 -0.364 -1.520 0.452 0.267
C -4.314 -2.469 1.096 1.226 0.597 1.926
C -5.751 -2.717 1.560 1.545 -0.994 0.102
C -6.618 -1.568 1.118 -1.641 0.005 0.034
N -6.316 -1.266 -0.289 -0.683 0.215 0.134
O -7.100 -0.132 -0.663 -0.057 0.296 -0.083
C -8.123 -2.096 1.098 1.192 1.850 -0.464
C -6.530 -0.343 2.041 0.960 -1.281 1.069
C -5.159 -1.286 -2.338 0.870 0.545 -1.415
H -4.347 0.680 0.530 -0.343 -0.003 0.710
H -4.316 0.922 -1.213 0.105 -0.355 0.901
H -3.046 -0.021 -0.452 -0.896 0.028 0.225
H -4.658 -3.184 -0.837 -0.187 -0.492 -0.458
H -3.199 -2.281 -0.635 1.601 0.156 -0.726
H -3.906 -1.509 1.524 -0.564 -0.576 -0.029
H -3.568 -3.183 1.467 -0.723 -0.123 0.004
H -5.719 -2.832 2.655 -0.437 0.154 -0.299
H -6.070 -3.707 1.137 -0.001 0.882 0.221
H -8.779 -1.338 0.634 0.290 -0.379 0.218
H -8.100 -2.976 0.505 -0.247 -0.849 -0.594
H -8.508 -2.318 2.068 -0.077 -0.167 0.844
H -7.284 0.305 1.753 -1.488 1.497 -0.642
H -6.814 -0.687 3.057 0.510 0.306 -0.337
H -5.592 0.247 2.043 -0.364 -0.758 0.129
H -4.172 -1.412 -2.891 -0.921 0.322 0.799
H -5.729 -0.532 -2.942 0.603 -0.014 0.978
H -5.726 -2.207 -2.568 0.355 0.161 0.688
H -7.679 -0.424 -1.383 0.290 -0.153 0.247
C -0.121 6.239 1.873 -0.029 0.586 -0.542
C -0.103 5.347 3.094 -0.291 -0.255 -0.049
C 0.642 4.057 2.696 -1.612 -1.658 0.668
C 0.887 3.147 3.944 0.475 1.531 -0.716
C 1.626 4.003 4.991 0.243 -1.924 -0.330
C 0.964 5.312 5.381 1.115 -0.705 0.254
N 0.701 6.078 4.155 -0.870 -0.367 -0.218
O -0.086 7.250 4.522 -0.843 -1.716 -0.332
C -0.216 4.927 6.307 -0.579 0.240 -1.415
C 2.104 6.006 6.178 -1.576 0.979 -0.623
C -1.586 5.089 3.532 0.341 -1.000 1.173
H -0.587 5.860 0.973 -0.721 -0.664 0.181
H 0.848 6.459 1.451 0.813 0.224 0.540
H -0.612 7.167 2.112 -0.153 0.487 0.022
H 0.016 3.412 1.979 0.646 1.312 0.639
H 1.560 4.323 2.182 0.267 -0.063 0.109
H 1.395 2.252 3.606 0.521 -0.053 0.287
H -0.024 2.765 4.380 -0.613 0.167 -0.059
H 2.671 4.135 4.733 0.156 0.311 -0.613
H 1.710 3.408 5.897 -0.121 -0.057 0.360
H -0.712 4.011 5.949 0.122 0.413 0.078
H 0.092 4.728 7.301 0.647 -0.136 0.991
H -0.955 5.710 6.354 -0.283 0.319 0.013
H 1.727 6.986 6.502 0.352 -0.094 0.166
H 2.231 5.383 7.040 0.645 -0.117 0.567
H 3.008 6.140 5.565 -0.346 -0.176 0.311
H -2.226 5.048 2.659 -0.217 0.477 -0.167
H -1.876 5.848 4.284 -0.172 -0.199 -0.870
H -1.798 4.101 4.046 0.711 0.905 -0.520
H 0.570 7.888 4.700 1.226 1.227 0.143
C -0.549 -5.104 -2.140 2.627 1.642 1.814
C -1.873 -5.035 -2.766 -0.590 2.195 0.310
C -2.869 -5.741 -1.920 -0.630 -1.778 0.946
O -4.124 -5.571 -2.493 -1.573 -0.049 -0.416
C -5.313 -5.858 -1.698 1.493 0.800 -0.936
N -2.239 -3.596 -3.033 2.058 -0.726 0.087
H -0.255 -6.072 -1.768 -0.157 -0.600 -0.007
H -0.399 -4.404 -1.230 -0.620 -0.915 -1.164
H 0.257 -4.792 -2.821 -0.279 -0.065 -0.048
H -1.771 -5.549 -3.693 -0.398 -0.415 -1.023
H -2.862 -5.457 -0.833 0.130 0.141 -0.731
H -2.624 -6.834 -1.983 0.055 0.548 0.416
H -5.329 -6.889 -1.306 0.058 0.353 -0.108
H -6.137 -5.689 -2.427 0.390 -0.078 0.927
H -5.236 -5.096 -0.902 -0.876 -0.586 0.076
H -1.633 -2.959 -2.487 -0.792 -0.608 -0.392
H -3.198 -3.407 -2.873 -0.886 0.048 0.223
C -0.091 -0.551 -7.430 0.260 -0.734 0.543
C -0.173 -1.908 -6.683 2.296 -0.179 -1.328
C 1.228 -2.728 -6.594 -0.583 2.008 -1.008
O 1.492 -3.283 -7.867 0.590 -0.771 -0.715
C 2.787 -3.895 -8.056 0.047 0.255 1.204
N -0.545 -1.775 -5.324 -0.934 1.355 0.694
H 0.437 -0.743 -8.364 -0.581 0.207 -0.355
H 0.571 0.094 -6.883 0.390 0.442 0.535
H -1.055 0.011 -7.511 0.628 -0.859 -0.273
H -0.721 -2.599 -7.311 -0.978 -0.165 -0.014
H 1.076 -3.500 -5.825 0.313 0.192 -0.084
H 2.034 -1.978 -6.359 -0.512 -0.836 0.295
H 3.552 -3.213 -7.627 -0.212 -0.480 -0.093
H 3.054 -4.044 -9.104 -0.672 0.318 -0.088
H 2.877 -4.908 -7.583 -0.254 0.859 -0.054
H -0.730 -2.700 -5.014 -0.770 -0.504 1.022
H -1.347 -1.135 -5.143 0.793 -1.056 -0.319
C 0.530 0.384 -1.541 0.715 -1.622 -1.067
C 0.484 -0.305 -0.168 -2.112 -0.987 -2.626
C 0.215 0.565 0.972 -0.674 0.388 1.343
O -1.064 1.213 0.834 1.691 -0.924 -0.329
C -1.835 1.192 1.990 -1.149 0.235 -0.850
N -0.512 -1.443 -0.202 0.378 0.162 0.012
H 1.290 1.154 -1.652 0.192 0.033 0.246
H -0.406 0.811 -1.843 -0.718 0.266 0.066
H 0.757 -0.441 -2.316 -0.215 1.264 0.994
H 1.392 -0.776 -0.048 2.191 -0.793 0.610
H 0.960 1.332 1.056 0.614 0.487 -0.077
H 0.310 -0.041 1.896 -0.526 0.261 -0.208
H -1.411 1.724 2.818 0.733 -0.158 0.782
H -2.203 0.171 2.218 0.152 0.595 0.166
H -2.612 1.859 1.650 -1.154 -0.111 0.468
H -1.413 -1.017 -0.370 -0.188 -0.165 -0.114
H -0.341 -2.140 -0.957 0.106 1.072 0.697
```
Positions in Å, forces in eV/Å.

The calculation puts the HOMO energy at -8.29 eV. The calculation puts the HOMO-LUMO gap at 0.323 hartree. The value obtained for the energy above the lowest of the compared OMol25 structures with the same formula, charge and spin is 314.3 kJ/mol. The total energy comes out at -102652.6078 eV. As for the structure (SMILES): CC1(C)CCCC(C)(C)N1O.CC1(C)CCCC(C)(C)N1O.CC1(C)CCCC(C)(C)N1O.CC1(C)CCCC(C)(C)N1O.CC1(C)CCCC(C)(C)N1O.CC1(C)CCCC(C)(C)N1O.COC[C@H](C)N.COC[C@H](C)N.COC[C@H](C)N.